(1)
{"formula": "C36H62BFIN7O11", "method": "ωB97M-V with the def2-TZVPD basis set", "smiles": "CCOB(O)C1=CC(=O)c2c(CC(=O)F)cc([C@@H](I)CC)c(CN)c2C1=O.CNC(C)=O.CNC(C)=O.CNC(C)=O.CNC(C)=O.CNC(C)=O.CNC(C)=O", "gap_ev": 7.919, "e_homo_ha": -0.3298, "total_charge": 0, "total_energy_ev": -82790.0418, "species": ["C", "C", "O", "B", "O", "C", "C", "C", "O", "C", "C", "C", "C", "O", "F", "C", "C", "C", "I", "C", "C", "C", "C", "N", "C", "C", "O", "H", "H", "H", "H", "H", "H", "H", "H", "H", "H", "H", "H", "H", "H", "H", "H", "H", "H", "H", "H", "C", "N", "C", "C", "O", "H", "H", "H", "H", "H", "H", "H", "C", "N", "C", "C", "O", "H", "H", "H", "H", "H", "H", "H", "C", "N", "C", "C", "O", "H", "H", "H", "H", "H", "H", "H", "C", "N", "C", "C", "O", "H", "H", "H", "H", "H", "H", "H", "C", "N", "C", "C", "O", "H", "H", "H", "H", "H", "H", "H", "C", "N", "C", "C", "O", "H", "H", "H", "H", "H", "H", "H"], "positions_angstrom": [[4.92783, -3.83951, 0.10529], [5.59387, -2.50310, -0.23809], [5.21224, -2.02252, -1.52771], [3.91762, -1.60728, -1.73536], [3.24243, -2.04476, -2.83321], [3.20655, -0.63184, -0.69573], [3.86853, 0.30436, -0.00511], [3.13598, 1.16081, 0.95548], [3.44407, 2.31217, 1.17249], [2.00106, 0.49279, 1.64049], [1.63973, 0.82611, 2.94182], [2.34227, 1.88195, 3.76986], [2.04105, 3.30293, 3.38893], [2.79420, 4.21377, 3.39927], [0.73239, 3.50104, 3.07687], [0.59093, 0.12595, 3.52376], [-0.11370, -0.88089, 2.87347], [-1.22787, -1.64231, 3.55805], [-0.36724, -3.58399, 4.09411], [-1.80315, -1.02087, 4.83961], [-3.31835, -0.78104, 4.75297], [0.22858, -1.18577, 1.53683], [-0.51816, -2.23767, 0.76139], [-1.79008, -1.71246, 0.20857], [1.28387, -0.49216, 0.94596], [1.72507, -0.72205, -0.47172], [0.95402, -0.90771, -1.37740], [4.38114, -4.26052, -0.73646], [5.67377, -4.57129, 0.41296], [4.25042, -3.73245, 0.95337], [5.37882, -1.77687, 0.54611], [6.67331, -2.63591, -0.26662], [3.09452, -3.01159, -2.76993], [4.93242, 0.44468, -0.15429], [3.42192, 1.77650, 3.77322], [1.95810, 1.76738, 4.78615], [0.34288, 0.38657, 4.54088], [-2.02298, -1.81959, 2.84180], [-1.32434, -0.08655, 5.11046], [-1.62418, -1.70356, 5.66560], [-3.57664, -0.00224, 5.46515], [-3.85175, -1.69037, 5.02403], [-3.59925, -0.52010, 3.74034], [0.07710, -2.61028, -0.06672], [-0.73851, -3.09062, 1.39874], [-2.02328, -0.82163, 0.62429], [-2.54457, -2.35313, 0.41665], [2.43959, -6.27227, -6.76848], [2.31668, -5.98952, -5.35334], [2.66548, -4.85465, -4.70196], [3.26131, -3.71802, -5.48322], [2.49908, -4.76671, -3.48448], [1.45936, -6.48681, -7.19782], [3.08027, -7.14183, -6.92594], [2.86978, -5.42286, -7.28758], [1.92837, -6.70132, -4.75470], [3.46529, -2.92839, -4.78098], [4.19604, -4.01575, -5.95571], [2.57012, -3.34667, -6.24215], [-2.04541, 4.33531, 1.43599], [-2.73720, 3.45765, 2.36357], [-3.22235, 2.20978, 2.13719], [-3.03601, 1.63288, 0.75507], [-3.79149, 1.59396, 3.02797], [-1.05071, 4.57481, 1.81310], [-2.60156, 5.26717, 1.31383], [-1.94497, 3.86181, 0.46544], [-2.89193, 3.78519, 3.30416], [-3.48440, 0.64410, 0.73931], [-3.53122, 2.24917, 0.00431], [-1.97591, 1.55222, 0.50617], [-8.63630, -1.78006, 5.30034], [-7.25961, -2.20365, 5.13540], [-6.70997, -3.41554, 5.41481], [-7.62339, -4.48344, 5.97139], [-5.52341, -3.61766, 5.21849], [-9.05536, -1.47404, 4.34042], [-8.69111, -0.93047, 5.98298], [-9.23939, -2.58740, 5.70132], [-6.59784, -1.53701, 4.76819], [-7.03454, -5.37977, 6.13764], [-8.05910, -4.16614, 6.91937], [-8.42538, -4.71286, 5.26902], [-5.64303, 6.94775, 2.74640], [-7.01874, 6.54358, 2.53764], [-7.49258, 5.31312, 2.19554], [-6.47438, 4.21334, 2.00303], [-8.68738, 5.12347, 2.05515], [-5.50672, 7.32059, 3.76326], [-5.37147, 7.74471, 2.05150], [-4.97290, 6.10834, 2.59167], [-7.74205, 7.23567, 2.65219], [-6.99758, 3.30087, 1.73600], [-5.78019, 4.46807, 1.20027], [-5.91275, 4.03685, 2.92135], [1.99358, 2.50334, -2.37356], [2.00028, 2.02564, -3.74399], [2.55526, 2.61949, -4.83101], [3.26000, 3.94017, -4.61201], [2.48781, 2.10442, -5.93585], [2.47428, 1.76957, -1.73111], [0.96293, 2.63006, -2.03528], [2.51404, 3.45013, -2.28182], [1.54542, 1.14607, -3.94223], [3.64597, 4.28134, -5.56756], [2.56993, 4.68934, -4.22275], [4.09122, 3.82583, -3.91486], [7.49937, 0.15054, -7.64036], [6.84698, -0.91154, -6.90123], [5.90374, -0.80004, -5.92564], [5.46050, 0.58982, -5.53884], [5.43763, -1.79114, -5.38964], [7.30428, 0.04429, -8.70902], [8.57928, 0.11295, -7.48453], [7.13447, 1.11891, -7.31624], [7.09960, -1.86392, -7.11085], [4.71168, 0.49878, -4.75795], [6.30342, 1.17140, -5.15977], [5.01271, 1.11269, -6.38370]], "mulliken_charge": [-1.052, -0.101, -0.701, 0.794, -0.711, 0.635, -0.688, -0.212, -0.634, 0.601, 0.036, -1.131, 0.602, -0.537, -0.133, -1.200, 1.266, -1.087, 0.070, -0.061, -1.472, 0.766, -0.994, -0.488, 0.927, -0.795, -0.552, 0.217, 0.347, 0.306, 0.088, 0.421, 0.226, 0.632, 0.369, 0.519, 0.332, 0.508, 0.047, 0.467, 0.440, 0.336, 0.268, 0.439, 0.239, -0.022, 0.343, -0.883, -0.212, 0.908, -0.790, -0.731, 0.295, 0.286, 0.320, 0.254, -0.064, 0.403, 0.369, -0.927, 0.110, 0.844, -1.543, -0.664, 0.251, 0.242, 0.362, 0.274, 0.383, 0.436, 0.357, -0.869, -0.081, 0.871, -1.385, -0.608, 0.292, 0.291, 0.329, 0.137, 0.298, 0.354, 0.374, -0.439, -0.160, 0.478, -0.920, -0.653, 0.286, 0.281, -0.038, 0.222, 0.348, 0.299, 0.305, -0.865, -0.005, 0.848, -1.423, -0.661, 0.202, 0.266, 0.394, 0.180, 0.339, 0.422, 0.367, -0.911, -0.197, 0.596, -0.925, -0.563, 0.286, 0.298, 0.348, 0.241, -0.070, 0.423, 0.447]}

(2)
{"formula": "C20H29N3O5S2", "method": "ωB97M-V with the def2-TZVPD basis set", "smiles": "CSCC[C@@H](NS(=O)(=O)c1ccc2c(c1)oc(=O)n2C)C(=O)N[C@H]1CC[C@@H](C)CC1", "gap_ev": 8.820, "e_homo_ha": -0.3157, "total_charge": 0, "total_energy_ev": -57590.7902, "species": ["C", "S", "C", "C", "C", "N", "S", "O", "O", "C", "C", "C", "C", "C", "C", "O", "C", "O", "N", "C", "C", "O", "N", "C", "C", "C", "C", "C", "C", "C", "H", "H", "H", "H", "H", "H", "H", "H", "H", "H", "H", "H", "H", "H", "H", "H", "H", "H", "H", "H", "H", "H", "H", "H", "H", "H", "H", "H", "H"], "positions_angstrom": [[2.22835, -0.96001, 5.04876], [3.70050, -0.48301, 4.09533], [3.08671, -0.77264, 2.40665], [2.16065, 0.33507, 1.92861], [1.54315, -0.00638, 0.57211], [0.48848, 0.93938, 0.24690], [-0.88745, 0.42696, -0.52316], [-0.67255, -0.88452, -1.08122], [-1.32034, 1.47782, -1.39080], [-2.00752, 0.27875, 0.85485], [-2.14441, -0.94710, 1.48131], [-2.96571, -1.09272, 2.59008], [-3.63059, 0.03822, 3.03128], [-3.47914, 1.27704, 2.38152], [-2.66364, 1.42327, 1.28298], [-4.24360, 2.20712, 3.01585], [-4.88252, 1.59258, 4.05309], [-5.63348, 2.12642, 4.81329], [-4.50534, 0.26158, 4.06440], [-4.99513, -0.69242, 5.02100], [2.59339, 0.00096, -0.56207], [3.71017, 0.45652, -0.41921], [2.10975, -0.50867, -1.70006], [2.80786, -0.42499, -2.97052], [2.69978, 0.98690, -3.55867], [1.25941, 1.32246, -3.93261], [0.69605, 0.30643, -4.92719], [-0.75194, 0.64761, -5.26632], [0.79092, -1.10203, -4.33825], [2.22560, -1.44993, -3.94083], [1.40596, -0.28322, 4.83507], [2.50105, -0.88651, 6.09582], [1.95690, -1.98403, 4.80719], [2.59038, -1.74449, 2.39937], [3.97364, -0.81478, 1.77691], [1.35018, 0.49787, 2.64249], [2.73427, 1.25834, 1.83513], [1.06321, -0.98922, 0.61001], [0.81000, 1.84246, -0.06161], [-1.61226, -1.79113, 1.07363], [-3.08424, -2.04399, 3.08203], [-2.54151, 2.35515, 0.75920], [-5.67658, -0.16450, 5.68659], [-4.16968, -1.11026, 5.59933], [-5.52890, -1.49852, 4.51540], [1.14451, -0.81223, -1.72560], [3.86336, -0.64364, -2.76696], [3.08355, 1.70325, -2.83016], [3.33227, 1.04036, -4.44733], [1.22250, 2.32206, -4.37120], [0.62832, 1.33220, -3.04073], [1.29705, 0.34321, -5.84426], [-1.35141, 0.66389, -4.35830], [-0.81447, 1.62725, -5.73472], [-1.17214, -0.08806, -5.94889], [0.43959, -1.83026, -5.07296], [0.12784, -1.16917, -3.47312], [2.85368, -1.47073, -4.83388], [2.25554, -2.44195, -3.48554]], "nbo_charge": [-0.741, 0.191, -0.527, -0.418, -0.146, -0.872, 2.331, -0.960, -0.929, -0.343, -0.177, -0.257, 0.127, 0.322, -0.231, -0.446, 0.872, -0.583, -0.420, -0.415, 0.670, -0.631, -0.643, -0.048, -0.408, -0.400, -0.216, -0.600, -0.407, -0.402, 0.207, 0.232, 0.209, 0.202, 0.250, 0.210, 0.232, 0.223, 0.421, 0.242, 0.231, 0.256, 0.252, 0.207, 0.208, 0.429, 0.220, 0.219, 0.202, 0.209, 0.202, 0.189, 0.211, 0.206, 0.204, 0.211, 0.204, 0.208, 0.211]}

(3)
{"formula": "C16H17Cl2N7O5Rh", "method": "ωB97M-V with the def2-TZVPD basis set", "gap_ev": 7.085, "e_homo_ha": -0.3945, "de_lowest_kj_mol": 0.0, "total_charge": 1, "total_energy_ev": -65580.2789, "species": ["Rh", "O", "C", "C", "C", "C", "C", "C", "C", "O", "N", "N", "C", "C", "C", "C", "C", "C", "C", "O", "H", "H", "H", "H", "H", "H", "H", "H", "H", "H", "N", "N", "C", "N", "N", "N", "O", "O", "H", "H", "H", "H", "H", "Cl", "C", "Cl", "H", "H"], "positions_angstrom": [[-0.12157, -0.57715, 0.01400], [1.66058, 1.42794, -3.68903], [1.04654, 2.61204, -3.47317], [1.31049, 3.62688, -4.39154], [0.72534, 4.86552, -4.24896], [-0.14011, 5.12614, -3.18576], [-0.39999, 4.13236, -2.27235], [0.18704, 2.86252, -2.39030], [-0.10211, 1.84494, -1.37062], [0.41110, 0.63729, -1.54410], [-0.81638, 2.16836, -0.32758], [-1.04578, 1.08042, 0.49094], [-1.99608, 1.11612, 1.35420], [-2.39907, 0.00956, 2.19056], [-3.62630, 0.14034, 2.86112], [-4.13029, -0.87667, 3.64006], [-3.39464, -2.05346, 3.77112], [-2.17673, -2.20526, 3.13692], [-1.64921, -1.18381, 2.34167], [-0.44208, -1.35621, 1.80732], [1.31842, 0.79254, -3.03737], [1.97719, 3.40676, -5.21399], [0.93884, 5.64000, -4.97397], [-0.60330, 6.09697, -3.08148], [-1.06426, 4.31240, -1.43917], [-2.55845, 2.04455, 1.40714], [-4.18426, 1.06264, 2.75038], [-5.07847, -0.76165, 4.14521], [-3.77898, -2.86248, 4.37872], [-1.59910, -3.11361, 3.24651], [1.67176, -0.00423, 0.79919], [2.68551, -0.89402, 0.39005], [2.35810, -2.11529, -0.11300], [3.33741, -2.98169, -0.29384], [1.06060, -2.27718, -0.38960], [0.54671, -3.56492, -0.55369], [-0.64340, -3.65305, -0.42206], [1.31257, -4.50378, -0.68719], [1.85976, 0.91504, 0.39919], [1.59515, 0.03588, 1.81645], [3.63822, -0.64924, 0.60871], [4.27386, -2.78113, 0.01416], [3.09599, -3.90148, -0.63913], [-2.11116, -1.07807, -1.22799], [-3.30216, -2.17414, -0.39364], [-3.81109, -3.43773, -1.47151], [-4.13935, -1.53790, -0.13363], [-2.78870, -2.57414, 0.47295]], "nbo_charge": [1.052, -0.680, 0.433, -0.298, -0.143, -0.254, -0.124, -0.278, 0.578, -0.759, -0.407, -0.248, 0.153, -0.241, -0.132, -0.253, -0.158, -0.245, 0.336, -0.718, 0.503, 0.233, 0.225, 0.226, 0.234, 0.228, 0.222, 0.233, 0.230, 0.228, -0.511, -0.430, 0.647, -0.742, -0.480, 0.656, -0.342, -0.404, 0.424, 0.423, 0.416, 0.419, 0.464, 0.112, -0.377, 0.058, 0.241, 0.251]}